Entry 1:
Computed, not measured: C10H27BF3NO5Pt as an isolated structure in a non-equilibrium geometry, with ωB97M-V/def2-TZVPD.

Structure (ORCA input):
```
! RIJCOSX wB97M-V def2-TZVPD def2/J DEFGRID3
* xyz 0 3
Pt 0.42 -0.94 0.96
C -1.06 1.59 -1.02
O -2.37 1.44 -1.54
O -0.72 0.57 -0.22
C -0.17 1.77 -2.27
F 0.27 0.58 -2.74
F -0.77 2.36 -3.31
F 0.91 2.52 -1.98
C -3.43 1.98 -0.81
C -4.60 2.30 -1.73
H -5.01 1.43 -2.23
H -5.38 2.78 -1.13
H -4.29 3.03 -2.49
H -3.17 2.85 -0.20
H -3.81 1.19 -0.13
H -1.02 2.55 -0.47
B 1.82 -2.16 2.50
H 0.80 -2.73 2.20
H 2.08 -2.52 3.60
H 2.65 -2.51 1.71
H 1.77 -0.97 2.50
C -2.19 -2.05 2.01
C -2.25 -0.58 2.37
O -0.91 -0.20 2.74
O -1.39 -2.21 0.83
H -3.19 -2.47 1.82
H -1.79 -2.64 2.83
H -2.94 -0.44 3.20
H -2.62 -0.02 1.50
H -0.99 0.69 3.10
H -1.70 -2.91 0.27
C 3.51 -1.53 -2.26
C 2.79 -1.19 -0.93
C 2.87 0.28 -0.62
O 2.26 0.53 0.65
C 2.31 1.86 1.07
N 1.42 -1.72 -0.87
H 3.19 -2.53 -2.55
H 4.58 -1.52 -2.09
H 3.18 -0.85 -3.05
H 3.37 -1.72 -0.17
H 2.36 0.92 -1.35
H 3.92 0.59 -0.58
H 1.39 2.41 0.82
H 3.18 2.43 0.73
H 2.31 1.89 2.17
H 1.46 -2.72 -1.11
H 0.94 -1.42 -1.73
*
```

Calculated values
- energy relative to the best compared isomer or geometry (same formula, charge and spin) (eV) = 0.000
- total energy (eV) = -34605.813
- HOMO level (spin up / spin down) (eV) = -7.66 / -7.91
- ⟨S²⟩ = 2.00

Entry 2:
Computed, not measured: one molecule with the formula C4H9N3 in a non-equilibrium geometry, with ωB97M-V/def2-TZVPD.

Structure (ORCA input):
```
! RIJCOSX wB97M-V def2-TZVPD def2/J DEFGRID3
* xyz 0 1
C 0.47 0.34 -0.21
C 0.08 -0.80 -1.06
C 1.59 0.29 0.77
N 0.06 1.57 -0.61
N -1.20 -0.44 0.93
C -1.48 -1.14 -0.44
N -2.51 -1.57 -0.87
H -0.65 1.63 -1.33
H 0.18 2.35 0.01
H -1.90 0.28 1.14
H -1.03 -1.12 1.67
H 0.74 -1.65 -0.93
H 0.00 -0.57 -2.12
H 1.71 -0.71 1.18
H 1.43 0.98 1.61
H 2.52 0.58 0.27
*
```

Calculated values
- energy relative to the best compared isomer or geometry (same formula, charge and spin) (eV) = 3.436
- total energy (eV) = -8761.089
- HOMO level (spin up / spin down) (eV) = -6.68 / -6.68

Entry 3:
Computed, not measured: one molecule with the formula C8H7NO2S in a non-equilibrium geometry, with ωB97M-V/def2-TZVPD.

Structure (ORCA input):
```
! RIJCOSX wB97M-V def2-TZVPD def2/J DEFGRID3
* xyz 0 1
C -0.02 -0.01 -2.00
C -1.36 1.99 -1.81
C -0.14 0.49 -0.69
C -1.19 -2.48 -0.20
C 0.02 -2.80 -0.44
C 1.64 -0.97 0.19
C 0.73 0.21 0.35
C 0.76 1.01 1.64
N -0.93 1.57 -0.67
O 2.78 -0.91 0.58
O 1.24 -2.10 -0.43
S -0.99 0.89 -3.13
H 0.70 -0.78 -2.36
H -2.13 2.77 -1.81
H -2.13 -2.02 -0.03
H 0.23 -3.56 -1.19
H -0.16 0.89 2.28
H 0.98 2.06 1.61
H 1.67 0.63 2.19
*
```

Calculated values
- energy relative to the best compared isomer or geometry (same formula, charge and spin) (eV) = 3.954
- total energy (eV) = -24824.293
- HOMO level (spin up / spin down) (eV) = -9.11 / -7.82

Entry 4:
Computed, not measured: C17H17N4O2S6SbTi as an isolated structure in a non-equilibrium geometry, with ωB97M-V/def2-TZVPD.

Structure (ORCA input):
```
! RIJCOSX wB97M-V def2-TZVPD def2/J DEFGRID3
* xyz -2 3
Ti 0.33 0.83 -0.37
S 4.57 2.64 0.67
Sb 2.92 2.43 -0.88
S 2.39 0.07 -1.16
S 0.80 3.11 0.07
S 3.28 3.44 -2.90
C 1.74 1.13 -5.44
C 0.77 0.85 -4.33
C 0.26 1.89 -3.58
C -0.61 1.63 -2.51
C -0.96 0.31 -2.22
C -0.49 -0.75 -3.02
C 0.36 -0.46 -4.05
S -2.31 0.02 -1.11
O -3.43 0.84 -1.51
O -2.57 -1.40 -1.02
N -1.57 0.58 0.20
C -1.77 0.19 1.56
C -2.98 -0.17 2.13
C -3.03 -0.51 3.48
C -1.88 -0.47 4.25
C -0.63 -0.13 3.69
C 0.60 -0.12 4.41
C 1.78 0.15 3.69
C 1.77 0.37 2.34
N 0.61 0.35 1.60
C -0.57 0.14 2.30
H 1.86 2.20 -5.60
H 1.41 0.67 -6.38
H 2.73 0.72 -5.19
H 0.57 2.90 -3.77
H -1.11 2.45 -2.01
H -0.77 -1.76 -2.78
H 0.78 -1.28 -4.63
H -3.88 -0.17 1.52
H -3.98 -0.78 3.93
H -1.92 -0.71 5.31
H 0.61 -0.31 5.47
H 2.74 0.19 4.20
H 2.68 0.58 1.80
N 0.75 -2.77 2.26
C 0.04 -2.94 1.12
N -1.30 -2.86 1.25
S 0.80 -3.28 -0.35
H 0.36 -2.18 2.99
H 1.73 -2.61 2.10
H -1.67 -2.37 2.06
H -1.80 -2.67 0.39
*
```

Calculated values
- energy relative to the best compared isomer or geometry (same formula, charge and spin) (eV) = 1.060
- total energy (eV) = -122631.533
- HOMO level (spin up / spin down) (eV) = -0.51 / -2.22
- ⟨S²⟩ = 2.03

Entry 5:
Computed, not measured: one molecule with the formula C3H3NO in a non-equilibrium geometry, with ωB97M-V/def2-TZVPD.

Structure (ORCA input):
```
! RIJCOSX wB97M-V def2-TZVPD def2/J DEFGRID3
* xyz 0 1
C 0.80 0.17 -0.41
C -0.60 -0.31 -0.19
O -1.44 -0.56 -1.00
C -1.31 0.47 1.65
N -0.87 -0.58 1.28
H 1.04 0.16 -1.47
H 0.95 1.17 0.00
H 1.44 -0.52 0.14
*
```

Calculated values
- energy relative to the best compared isomer or geometry (same formula, charge and spin) (eV) = 1.371
- total energy (eV) = -6695.121
- HOMO level (eV) = -11.36

Entry 6:
Computed, not measured: C28H39EuN5OSSe as an isolated structure in a non-equilibrium geometry, with ωB97M-V/def2-TZVPD.

Structure (ORCA input):
```
! RIJCOSX wB97M-V def2-TZVPD def2/J DEFGRID3
* xyz -1 7
Eu 0.93 -0.21 -0.61
C -3.06 -3.13 -1.93
C -2.49 -3.82 -0.71
C -1.52 -4.91 -1.27
C -1.93 -3.01 0.43
C -2.74 -2.23 1.21
C -2.35 -1.65 2.38
C -1.13 -1.86 2.95
C -0.73 -1.43 4.33
C -0.26 -2.63 2.12
C -0.62 -3.07 0.88
H -3.53 -3.91 -2.63
H -2.30 -2.65 -2.45
H -3.75 -2.32 -1.78
H -3.23 -4.50 -0.23
H -0.59 -4.54 -1.73
H -2.19 -5.49 -1.99
H -1.30 -5.53 -0.34
H -3.67 -1.90 0.74
H -3.09 -1.06 2.93
H -0.81 -0.33 4.47
H 0.32 -1.68 4.46
H -1.42 -1.86 5.11
H 0.78 -2.85 2.41
H 0.12 -3.62 0.26
N -1.44 1.65 -2.52
C -0.81 0.48 -2.70
N -1.33 -0.24 -3.72
S 3.47 0.99 -1.09
H -2.26 1.97 -3.07
H -1.17 2.16 -1.73
H -2.26 -0.09 -3.99
H -0.82 -1.07 -4.07
O 1.12 -2.32 -1.59
N 2.21 -2.89 -1.85
C 2.46 -3.12 -3.13
C 3.69 -3.71 -3.60
N 4.62 -4.26 -4.05
C 1.43 -2.78 -4.18
N 0.42 -2.49 -4.66
C -2.17 6.49 -1.50
C -1.90 5.15 -0.87
C -0.69 4.95 -0.20
C -0.46 3.80 0.52
C 0.98 3.63 1.14
C -1.47 2.80 0.64
Se -0.98 1.13 1.39
C -2.75 3.06 0.17
C -3.86 2.06 0.38
C -2.93 4.20 -0.57
H -2.35 7.17 -0.68
H -3.11 6.45 -2.17
H -1.25 6.84 -2.01
H 0.13 5.67 -0.34
H 1.45 4.63 1.34
H 1.59 3.10 0.42
H 1.02 2.98 2.06
H -3.70 1.24 -0.34
H -4.80 2.45 0.15
H -3.87 1.60 1.40
H -3.89 4.34 -1.02
C 4.20 1.65 2.03
C 4.30 0.18 1.51
C 3.60 -0.71 2.55
C 5.78 -0.27 1.42
C 3.76 -0.12 0.15
H 4.63 1.78 3.04
H 3.15 2.10 1.96
H 4.69 2.39 1.37
H 3.90 -0.32 3.52
H 3.71 -1.80 2.36
H 2.55 -0.52 2.60
H 6.20 -0.14 2.52
H 6.31 0.44 0.84
H 5.82 -1.30 1.13
H 3.64 -1.16 0.03
*
```

Calculated values
- energy relative to the best compared isomer or geometry (same formula, charge and spin) (eV) = 0.367
- total energy (eV) = -134674.020
- HOMO level (spin up / spin down) (eV) = -3.27 / -2.97
- ⟨S²⟩ = 12.02

Entry 7:
Computed, not measured: C31H28Cl2NO3P2PdS as an isolated structure in a non-equilibrium geometry, with ωB97M-V/def2-TZVPD.

Structure (ORCA input):
```
! RIJCOSX wB97M-V def2-TZVPD def2/J DEFGRID3
* xyz -2 2
Pd 0.32 0.77 -1.91
O -0.95 2.36 -0.37
P -1.29 1.43 0.72
C 0.14 0.92 1.79
P 1.19 -0.44 1.09
O 1.78 -0.14 -0.22
C 2.51 -0.62 2.31
C 3.82 -0.64 1.80
C 4.89 -0.89 2.61
C 4.70 -1.15 3.98
C 3.40 -1.16 4.49
C 2.32 -0.89 3.68
C 0.17 -1.92 1.09
C 0.12 -2.65 -0.11
C -0.54 -3.85 -0.17
C -1.16 -4.37 0.96
C -1.10 -3.67 2.16
C -0.45 -2.46 2.23
C -2.11 -0.10 0.20
C -2.89 -0.85 1.08
C -3.56 -1.96 0.60
C -3.43 -2.34 -0.72
C -2.61 -1.62 -1.58
C -1.97 -0.47 -1.13
C -2.39 2.31 1.88
C -1.82 3.37 2.60
C -2.62 4.24 3.31
C -4.00 4.07 3.33
C -4.57 3.03 2.60
C -3.77 2.17 1.87
H -0.26 0.62 2.76
H 0.79 1.79 1.93
H 3.96 -0.45 0.74
H 5.90 -0.88 2.21
H 5.55 -1.35 4.62
H 3.24 -1.37 5.54
H 1.33 -0.88 4.10
H 0.58 -2.21 -1.00
H -0.60 -4.39 -1.11
H -1.69 -5.31 0.91
H -1.59 -4.07 3.04
H -0.41 -1.91 3.16
H -2.97 -0.57 2.12
H -4.19 -2.53 1.27
H -3.95 -3.22 -1.08
H -2.47 -1.93 -2.60
H -1.31 0.12 -1.81
H -0.75 3.52 2.55
H -2.17 5.07 3.84
H -4.63 4.76 3.88
H -5.64 2.91 2.58
H -4.22 1.39 1.27
O 1.63 1.33 -4.00
N 1.51 0.84 -5.17
C 2.38 1.23 -6.11
C 2.33 0.79 -7.42
C 1.33 -0.10 -7.78
C 0.44 -0.52 -6.82
C 0.51 -0.07 -5.49
S -0.57 -0.59 -4.31
H 3.12 1.94 -5.77
H 3.08 1.13 -8.12
H 1.24 -0.45 -8.80
H -0.34 -1.22 -7.05
Cl 3.33 4.09 0.60
C 3.01 2.69 -0.46
Cl 1.71 2.99 -1.61
H 2.73 1.86 0.19
H 3.94 2.50 -0.99
*
```

Calculated values
- energy relative to the best compared isomer or geometry (same formula, charge and spin) (eV) = 2.126
- total energy (eV) = -98170.088
- HOMO level (spin up / spin down) (eV) = 1.55 / -0.15
- ⟨S²⟩ = 0.76

Entry 8:
Computed, not measured: a 2-piece molecular cluster, C9H14O overall in a non-equilibrium geometry, with ωB97M-V/def2-TZVPD.

Structure (ORCA input):
```
! RIJCOSX wB97M-V def2-TZVPD def2/J DEFGRID3
* xyz 0 1
C 1.57 -3.11 0.03
C -1.24 -1.35 1.81
C -0.63 -0.16 2.14
C -0.50 -2.34 1.17
C 0.83 -2.11 0.87
C 0.68 0.12 1.80
C 1.43 -0.90 1.21
H -2.28 -1.51 2.06
H -1.20 0.61 2.65
H -0.93 -3.31 0.93
H 1.02 1.14 1.86
H 2.62 -2.83 -0.12
H 1.10 -3.21 -0.95
H 2.47 -0.72 0.96
H 1.57 -4.10 0.49
C -1.09 2.21 -1.45
C -0.07 3.29 -1.87
O -2.06 1.93 -2.47
H -0.54 1.31 -1.16
H -1.73 2.61 -0.67
H -0.32 3.67 -2.86
H -1.62 1.86 -3.32
H 0.92 2.82 -1.97
H 0.00 4.08 -1.13
*
```

Calculated values
- energy relative to the best compared isomer or geometry (same formula, charge and spin) (eV) = 0.641
- total energy (eV) = -11606.995
- HOMO level (eV) = -9.03

Entry 9:
Computed, not measured: an isolated ion of composition C4H5Cl2N2O3 and charge -1 in a non-equilibrium geometry, with ωB97M-V/def2-TZVPD.

Structure (ORCA input):
```
! RIJCOSX wB97M-V def2-TZVPD def2/J DEFGRID3
* xyz -1 3
C -2.65 -1.77 -3.03
C -2.34 -1.41 -0.70
C 0.04 0.66 0.14
C -0.16 -0.82 0.22
N -2.87 -1.88 -1.80
N -2.09 -0.12 -3.47
O -2.70 -2.40 -4.04
O -2.84 -1.10 0.35
O -0.92 -1.37 -0.76
Cl -2.60 1.12 -2.43
Cl -0.45 -0.26 -3.71
H -0.98 1.03 0.36
H 0.81 0.95 0.90
H 0.29 1.00 -0.97
H -0.61 -1.11 1.17
H 0.82 -1.32 0.16
*
```

Calculated values
- total energy (eV) = -38393.124
- HOMO level (spin up / spin down) (eV) = -1.44 / -6.13
- ⟨S²⟩ = 2.01

Entry 10:
Computed, not measured: one molecule with the formula C3H5N3S in a non-equilibrium geometry, with ωB97M-V/def2-TZVPD.

Structure (ORCA input):
```
! RIJCOSX wB97M-V def2-TZVPD def2/J DEFGRID3
* xyz 0 1
C 0.19 0.81 0.36
C -1.08 1.29 -0.25
C -0.87 -0.81 -0.74
H 2.07 -1.14 -0.05
H 1.28 -1.59 1.32
H 1.07 1.39 -0.01
H 0.17 0.92 1.43
H -0.98 -1.77 -1.17
N 1.19 -1.53 0.29
N 0.25 -0.56 -0.02
N -1.66 0.19 -0.94
S -1.64 2.80 -0.20
*
```

Calculated values
- energy relative to the best compared isomer or geometry (same formula, charge and spin) (eV) = 1.824
- total energy (eV) = -18496.074
- HOMO level (eV) = -8.41

Entry 11:
Computed, not measured: an isolated ion of composition C10H11N4O and charge +1 in a non-equilibrium geometry, with ωB97M-V/def2-TZVPD.

Structure (ORCA input):
```
! RIJCOSX wB97M-V def2-TZVPD def2/J DEFGRID3
* xyz 1 1
C 2.84 1.53 0.55
C 3.39 0.46 -0.10
C 1.49 1.53 0.86
C 2.59 -0.61 -0.51
C 0.68 0.51 0.43
C 1.26 -0.57 -0.14
C -3.58 0.10 0.22
C -1.52 1.50 -0.35
C -0.96 -1.36 -0.67
C -0.76 0.73 0.67
N -2.85 -0.81 0.77
N 0.41 -1.61 -0.43
N -2.88 1.16 -0.41
N -1.56 -0.72 0.63
O -1.00 2.36 -1.04
H 3.44 2.40 0.82
H 4.38 0.39 -0.42
H 1.00 2.37 1.22
H 2.80 -1.48 -1.09
H -4.60 0.00 0.07
H -1.28 -0.55 -1.37
H -1.51 -2.24 -0.82
H -1.07 1.05 1.71
H 0.72 -2.55 -0.74
H -3.63 1.74 -0.98
H -1.02 -1.37 1.33
*
```

Calculated values
- energy relative to the best compared isomer or geometry (same formula, charge and spin) (eV) = 0.562
- total energy (eV) = -18547.482
- HOMO level (eV) = -12.16

Entry 12:
Computed, not measured: a 2-piece molecular cluster, C8H9N2O3 overall in a non-equilibrium geometry, with ωB97M-V/def2-TZVPD.

Structure (ORCA input):
```
! RIJCOSX wB97M-V def2-TZVPD def2/J DEFGRID3
* xyz 1 3
C -0.81 2.46 -1.48
C -1.51 2.42 -0.27
C -0.76 1.28 -2.23
C -1.61 1.22 0.42
C -0.76 0.09 -1.56
C -1.07 0.01 -0.15
C 1.82 -1.19 1.32
C -0.97 -1.21 0.48
N 2.82 -1.41 2.09
N 1.88 -1.13 -0.06
O 2.09 -0.03 -0.53
O 1.45 -2.09 -0.65
O -1.60 -1.51 1.58
H -0.62 3.42 -1.94
H -1.95 3.22 0.32
H -0.50 1.34 -3.30
H -2.04 1.18 1.39
H -0.58 -0.88 -2.19
H -0.54 -2.06 -0.05
H 2.81 -1.33 3.10
H 3.64 -1.65 1.56
H -1.18 -2.15 2.15
*
```

Calculated values
- energy relative to the best compared isomer or geometry (same formula, charge and spin) (eV) = 0.000
- total energy (eV) = -17548.954
- HOMO level (spin up / spin down) (eV) = -10.86 / -13.25
- ⟨S²⟩ = 2.03